1.
Formula: C15H37FN3O8S2
Source: the OMol25 dataset
Level of theory: ωB97M-V/def2-TZVPD

The energy is -61392.60888 eV. As for the total charge: -1. As for the LUMO energy: 0.098 Eh.

The geometry in XYZ format:
```
66
Properties=species:S:1:pos:R:3:forces:R:3
C -5.09324 -0.24324 -1.51788 0.12 -0.12 0.10
C -4.23592 -0.65005 -0.31344 0.07 -0.12 -0.28
C -3.98150 -2.15534 -0.24548 -0.18 0.07 0.11
S -2.77226 -2.89975 -1.37794 0.08 -0.14 -0.32
O -3.52968 -3.80915 -2.22145 0.25 0.28 0.39
O -1.72411 -3.48241 -0.55177 -0.41 0.03 -0.13
N -2.21529 -1.62804 -2.19214 0.38 -0.14 -0.11
S -0.88673 -1.79693 -3.02592 0.13 0.13 -0.05
O -0.63433 -3.10693 -3.56512 -0.12 0.63 0.24
O 0.23947 -1.07438 -2.47056 -0.72 -0.29 -0.31
F -1.28437 -0.89865 -4.31145 0.13 -0.30 0.50
H -4.91991 0.80142 -1.77984 -0.08 0.00 0.02
H -4.83809 -0.85075 -2.38797 0.03 0.09 0.00
H -6.15671 -0.38358 -1.30380 0.03 0.00 -0.05
H -4.73213 -0.35092 0.61640 0.02 -0.03 -0.04
H -3.28791 -0.11954 -0.33864 0.06 -0.01 -0.01
H -3.63736 -2.43959 0.74991 0.12 -0.03 -0.10
H -4.89689 -2.71459 -0.45668 0.06 0.04 0.01
C 1.88445 4.20250 -1.89935 0.03 -0.01 0.01
O 1.81054 4.15550 -0.49054 -0.01 -0.03 -0.01
C 1.33687 5.34315 0.12336 0.02 0.04 0.02
C 0.00530 5.09703 0.79919 -0.03 -0.02 -0.03
N -1.03865 4.86659 -0.18587 0.03 -0.05 0.00
C -2.31969 4.45008 0.37124 -0.03 0.05 -0.03
C -2.37344 3.08527 1.05030 -0.03 0.05 0.06
O -2.15999 2.01599 0.16180 0.01 0.00 -0.04
C -0.81045 1.61053 -0.01879 -0.02 -0.04 -0.01
H 2.30373 3.25418 -2.22889 -0.01 -0.01 0.00
H 0.89937 4.32875 -2.36095 0.00 0.03 0.00
H 2.53485 5.01777 -2.23637 0.00 -0.01 -0.01
H 1.24114 6.14572 -0.61550 -0.03 0.00 0.00
H 2.07181 5.65201 0.87320 0.01 0.00 -0.01
H -0.26103 5.98052 1.38952 0.00 -0.01 0.02
H 0.13854 4.25882 1.49778 0.01 0.02 0.02
H -0.72518 4.15603 -0.83572 0.00 0.00 -0.01
H -3.04754 4.43836 -0.44373 -0.01 0.01 0.01
H -2.65001 5.21328 1.08561 0.01 0.00 0.01
H -3.38216 2.95766 1.45643 0.01 -0.03 0.00
H -1.67501 3.02128 1.89525 0.02 0.03 -0.03
H -0.22892 1.76480 0.89612 0.01 -0.02 -0.03
H -0.32670 2.14192 -0.84313 0.03 0.04 0.04
H -0.81260 0.55461 -0.27242 -0.01 -0.13 -0.03
C 1.16007 -4.23554 3.17305 0.00 -0.06 -0.02
O 1.59232 -4.48893 1.85981 0.10 0.12 0.07
C 0.86449 -3.75337 0.86270 -0.02 -0.04 -0.03
C 1.76332 -2.77268 0.15165 -0.06 0.02 -0.03
N 2.20969 -1.71812 1.05647 0.05 -0.11 0.04
C 3.16240 -0.78548 0.47691 -0.08 0.07 0.02
C 4.51757 -1.33333 0.04538 -0.02 0.03 -0.08
O 5.31666 -1.80512 1.12069 0.01 -0.04 0.04
C 5.13184 -3.16569 1.45619 0.05 0.03 0.02
H 1.73029 -4.88651 3.83688 0.01 0.00 0.00
H 1.32577 -3.19327 3.47349 -0.02 0.01 -0.02
H 0.09390 -4.45834 3.29450 -0.01 0.00 0.01
H 0.02187 -3.23013 1.31742 0.00 0.01 0.01
H 0.45440 -4.45950 0.14275 0.01 -0.03 0.02
H 1.19570 -2.32417 -0.66808 0.07 0.01 0.02
H 2.60046 -3.33569 -0.28754 -0.03 -0.02 -0.04
H 2.61242 -2.14481 1.88162 0.03 0.03 0.02
H 3.34181 0.01140 1.20454 0.01 0.01 0.00
H 2.69372 -0.32067 -0.39696 -0.01 -0.02 -0.02
H 5.07973 -0.51665 -0.41577 0.02 -0.01 0.02
H 4.41246 -2.12224 -0.70822 -0.04 0.00 0.01
H 4.88179 -3.76415 0.57553 0.00 -0.02 0.00
H 4.34355 -3.31054 2.20019 -0.04 -0.02 -0.04
H 6.07086 -3.53120 1.87461 0.00 0.01 0.00
```
Positions in Å, forces in eV/Å.

Atom charges from the Löwdin analysis, given in e for atoms 1 to 8:
1 C -0.11
2 C -0.29
3 C -0.25
4 S 0.54
5 O -0.35
6 O -0.35
7 N -0.32
8 S 0.50



2.
Formula: C34H60BrFNO17P
Source: the OMol25 dataset
Level of theory: ωB97M-V/def2-TZVPD

The energy is -154568.70861 eV. Its SMILES is O=C(O[C@](Br)(CCCF)P(=O)(O)O)c1ccncc1.CCOC(C)=O.CCOC(C)=O.CCOC(C)=O.CCOC(C)=O.CCOC(C)=O.CCOC(C)=O. As for the total charge: 0. As for the LUMO energy: -0.040 Eh.

The geometry in XYZ format:
```
115
Properties=species:S:1:pos:R:3:forces:R:3
O -0.13084 0.23787 -1.78496 -8.54 1.28 0.54
C -1.44577 0.40801 -1.62813 5.77 -1.52 0.73
O -2.23066 1.22010 -2.56940 0.84 -3.03 0.95
C -2.73598 0.43052 -3.70679 0.87 2.11 -1.75
Br -2.34231 -1.52911 -3.62197 -0.57 1.31 -0.08
C -2.02564 1.04750 -5.06064 0.26 0.30 -0.17
C -2.41618 0.27557 -6.45226 0.26 0.15 -1.02
C -1.01781 -0.16992 -7.20521 0.33 -0.18 0.23
F -1.26380 -1.09224 -8.34497 0.27 1.88 2.26
P -4.66223 0.72371 -3.71337 -4.83 -4.02 4.58
O -5.31037 -0.31801 -2.67173 2.84 3.92 -3.98
O -5.40330 0.39224 -5.25377 2.25 0.20 1.72
O -5.08277 2.32473 -3.07756 0.35 -2.38 -3.17
C -2.15258 -0.28172 -0.30799 -2.62 -1.97 3.52
C -3.31839 0.37856 0.61627 1.61 -3.00 -0.01
C -3.90281 -0.44033 1.86363 0.54 0.09 -0.62
N -3.61672 -1.80529 2.38541 3.41 3.68 -6.50
C -2.57186 -2.37716 1.49182 0.22 0.55 -0.49
C -1.79190 -1.77625 0.22742 -2.13 2.43 1.04
H -0.84810 1.02682 -4.87537 -2.58 -0.02 -0.30
H -2.33812 2.18747 -5.20629 0.64 -2.45 0.72
H -3.03065 1.02722 -7.14753 1.48 -1.72 1.48
H -3.09728 -0.66789 -6.32815 1.55 1.70 -0.02
H -0.26549 -0.72213 -6.46634 -1.90 0.97 -1.53
H -0.43882 0.75845 -7.62059 -1.30 -1.73 0.60
H -5.16094 -0.54566 -5.55318 -0.44 1.79 0.95
H -5.86344 2.70466 -3.57871 1.19 -0.69 0.64
H -3.72069 1.45767 0.36841 0.84 -2.53 0.70
H -4.72604 0.14251 2.50675 2.03 -1.40 -1.66
H -2.26677 -3.49580 1.78633 -0.65 2.73 -0.81
H -0.96096 -2.40882 -0.31732 -1.99 1.35 1.33
C 2.90773 4.53858 -0.59414 -0.12 0.12 -0.12
C 3.19713 3.55176 0.51987 0.12 0.25 -0.38
O 2.20161 3.64005 1.55678 -0.19 -0.19 0.78
C 0.99718 3.03341 1.51833 -1.14 0.17 0.86
C 0.53363 2.41279 0.23097 0.21 -0.66 -0.03
O 0.25715 3.05133 2.49938 1.59 0.21 -1.28
H 1.94774 4.33923 -1.07601 0.16 -0.09 -0.04
H 3.69172 4.50097 -1.35669 -0.14 -0.03 0.15
H 2.85308 5.55780 -0.19642 0.13 -0.13 0.07
H 3.29542 2.52390 0.16027 -0.16 0.06 0.00
H 4.15391 3.80856 0.98667 -0.30 -0.06 0.12
H -0.13311 3.10898 -0.28409 0.08 -0.06 0.05
H -0.01194 1.49270 0.46662 -0.01 0.39 0.08
H 1.34235 2.12388 -0.43724 -0.08 0.19 -0.09
C 6.58535 2.08266 -4.87156 -0.04 0.06 -0.23
C 6.02432 2.11533 -3.46346 0.11 -0.05 -0.19
O 4.81620 2.89734 -3.40908 -0.33 0.30 0.39
C 3.59053 2.44061 -3.73964 -1.34 0.91 -0.03
C 3.46931 1.11481 -4.43598 -0.10 -0.65 0.34
O 2.59264 3.13015 -3.54173 2.00 -0.95 -0.18
H 5.89089 1.61945 -5.57632 0.08 -0.07 0.09
H 7.52768 1.52698 -4.89901 -0.11 0.07 0.03
H 6.76697 3.10043 -5.23368 0.04 -0.14 0.16
H 5.86130 1.11669 -3.04919 -0.10 0.06 -0.11
H 6.74351 2.61039 -2.80242 -0.41 0.10 -0.01
H 3.37054 1.28144 -5.51162 0.00 0.00 0.13
H 2.57332 0.60772 -4.06209 0.04 0.28 -0.19
H 4.30137 0.43907 -4.24875 0.08 0.09 -0.16
C 6.39088 8.13222 2.35806 -0.22 0.08 -0.04
C 7.38956 7.01480 2.12879 -0.13 0.26 0.03
O 6.78173 5.91934 1.41846 0.06 -0.61 -0.12
C 6.62266 5.86637 0.07979 -0.74 -1.13 -0.75
C 6.86593 7.10604 -0.73345 0.65 0.17 -0.29
O 6.21364 4.84112 -0.46055 0.77 1.53 1.32
H 6.02060 8.54719 1.41773 0.13 0.02 0.05
H 6.84372 8.94178 2.93864 -0.04 -0.12 -0.06
H 5.51649 7.75711 2.90093 0.22 0.02 0.00
H 8.29578 7.35444 1.61998 -0.13 -0.02 -0.09
H 7.70995 6.61607 3.09711 -0.15 -0.20 -0.30
H 5.91010 7.59481 -0.93840 0.10 -0.09 0.01
H 7.33568 6.81364 -1.67875 -0.36 -0.03 0.13
H 7.54335 7.81685 -0.26457 -0.17 0.07 0.09
C -3.05547 -7.79026 5.23651 0.04 -0.25 -0.06
C -3.03017 -6.35921 4.73646 -0.07 -0.24 0.01
O -2.30619 -6.26066 3.49542 0.43 0.48 -0.15
C -2.82560 -6.53133 2.28006 0.37 -0.06 -1.46
C -4.16520 -7.20602 2.19293 -0.20 0.60 0.06
O -2.18192 -6.29761 1.25954 -0.66 -0.06 1.99
H -3.56109 -8.45815 4.53523 -0.07 0.10 0.07
H -3.56573 -7.85281 6.20254 0.07 0.04 -0.10
H -2.03528 -8.17197 5.35269 -0.13 0.16 0.05
H -4.02963 -5.92645 4.64020 0.06 -0.11 -0.11
H -2.49216 -5.73647 5.45897 0.07 -0.01 -0.38
H -4.01840 -8.27813 2.03942 0.03 0.41 0.02
H -4.70935 -6.78697 1.33970 0.29 -0.24 -0.01
H -4.79768 -7.04784 3.06411 0.09 -0.17 0.09
C -7.36882 -8.81915 -1.86240 -0.08 0.22 0.07
C -6.42081 -9.96538 -1.56911 -0.24 0.16 -0.05
O -5.62716 -9.69008 -0.39933 0.53 -0.18 0.35
C -6.03812 -9.88582 0.87069 0.75 0.33 1.13
C -7.48750 -10.18413 1.13075 -0.26 -0.66 0.04
O -5.25548 -9.74979 1.80845 -1.30 -0.71 -1.96
H -8.07624 -8.65627 -1.04598 0.00 -0.11 -0.10
H -7.93613 -9.01187 -2.77812 0.09 0.01 0.11
H -6.81098 -7.88438 -1.98488 -0.02 -0.21 -0.06
H -6.93423 -10.92609 -1.47467 0.00 0.10 0.12
H -5.71789 -10.07133 -2.40216 0.09 0.03 0.39
H -7.99731 -9.26265 1.42317 0.08 -0.11 -0.01
H -7.55050 -10.91048 1.94817 0.08 0.37 -0.01
H -8.00552 -10.63236 0.28532 -0.02 0.20 -0.05
C 2.24396 5.23809 4.74325 -0.14 0.20 -0.04
C 3.19197 4.09186 5.03654 -0.33 0.16 -0.13
O 3.98562 4.36716 6.20632 0.58 -0.16 0.35
C 3.57466 4.17142 7.47634 0.90 0.42 1.28
C 2.12528 3.87312 7.73640 -0.30 -0.69 0.01
O 4.35729 4.30746 8.41410 -1.06 -0.19 -1.92
H 1.53654 5.40097 5.55968 0.00 -0.11 -0.07
H 1.67665 5.04537 3.82753 0.11 -0.07 0.15
H 2.80180 6.17286 4.62077 0.03 -0.17 -0.03
H 2.67855 3.13116 5.13098 -0.03 0.13 0.07
H 3.89489 3.98591 4.20349 0.06 0.02 0.35
H 1.61547 4.79459 8.02882 0.08 -0.12 -0.02
H 2.06228 3.14676 8.55382 0.09 0.37 -0.01
H 1.60726 3.42488 6.89097 -0.03 0.20 -0.06
```
Positions in Å, forces in eV/Å.

Atom charges from the Löwdin analysis, given in e for atoms 1 to 8:
1 O -0.01
2 C -0.32
3 O -0.12
4 C -0.75
5 Br 0.83
6 C -0.20
7 C -0.21
8 C -0.15



3.
Formula: C39H66ClF2N2O20S
Source: the OMol25 dataset
Level of theory: ωB97M-V/def2-TZVPD

The energy is -114229.39743 eV. As for the total charge: +1. As for the LUMO energy: -0.089 Eh.

The geometry in XYZ format:
```
131
Properties=species:S:1:pos:R:3:forces:R:3
C -4.14758 -5.79045 3.19799 0.34 0.00 0.44
C -3.59469 -4.98291 4.36872 0.06 0.56 -0.17
C -2.69772 -3.84851 3.87901 -0.43 -0.07 -0.58
C -3.54607 -2.87664 3.04505 -0.20 -0.62 1.18
N -2.89354 -1.55934 3.04521 0.24 -0.68 -0.96
N -3.19781 -0.64716 1.97019 0.79 -0.05 0.85
S -4.75084 0.20906 2.36208 -2.79 1.29 -0.31
C -4.36204 1.33678 3.69335 1.09 -0.71 0.07
O -5.15343 0.96760 1.21745 0.93 -0.06 -0.25
O -5.70138 -0.72862 2.85142 0.80 -0.56 0.42
C -1.97575 0.30184 1.88032 -0.25 0.32 0.22
C -2.20771 1.62359 1.16101 0.66 -0.08 -0.49
C -2.13161 1.71480 -0.36842 -0.58 0.93 -0.13
C -1.40577 2.97396 -0.76531 -0.22 -0.07 -0.09
F -1.53833 0.61643 -0.97210 0.11 -0.31 0.06
C -0.72515 -0.53001 1.55511 0.42 0.08 -0.13
C 0.50722 0.33178 1.23190 0.31 -0.81 0.69
C 1.75078 -0.33058 1.84890 -0.16 0.49 -0.56
C 2.18392 -1.61224 1.13600 0.27 0.02 0.97
Cl 2.01510 -3.01748 2.25014 -0.20 -0.10 -0.20
O -0.83448 -1.50982 0.53966 -0.21 0.31 -0.04
C -2.07631 -1.96028 0.07354 0.27 -0.86 0.15
C -2.10443 -3.48973 0.21242 -0.06 0.22 -0.43
C -1.13962 -4.06960 -0.77640 3.04 -1.33 0.94
O -0.04580 -4.54397 -0.53000 -2.95 1.21 -0.98
F -1.61493 -4.00969 -2.04743 0.16 0.02 0.37
C -3.32543 -1.25059 0.60696 -0.79 0.38 -1.30
O -4.48968 -1.98598 0.49386 0.28 -0.06 0.52
C -5.23126 -1.72173 -0.70682 -0.72 -0.74 -0.19
C -6.50832 -2.54959 -0.64919 0.02 0.55 -0.06
H -5.04677 -5.34967 2.78446 -0.22 0.03 -0.11
H -3.40492 -5.85624 2.40477 0.12 -0.12 -0.17
H -4.36436 -6.79734 3.51956 -0.25 -0.23 -0.12
H -3.02766 -5.59451 5.06040 0.03 -0.25 0.06
H -4.42542 -4.53872 4.91596 -0.07 -0.09 0.30
H -2.18629 -3.33073 4.68392 0.08 0.07 0.21
H -1.96084 -4.29599 3.21458 0.48 0.11 0.16
H -3.70848 -3.31228 2.07274 0.09 0.41 -0.25
H -4.52048 -2.82471 3.52495 -0.27 0.21 -0.14
H -3.07569 -1.10335 3.92886 0.06 0.30 0.04
H -5.03775 2.17245 3.59041 -0.35 0.03 -0.09
H -4.47944 0.79341 4.62151 -0.33 0.01 0.20
H -3.33900 1.69207 3.65319 0.05 0.20 -0.18
H -1.80196 0.57174 2.91667 -0.06 -0.01 0.24
H -3.11825 2.13431 1.44314 -0.27 -0.15 0.14
H -1.43196 2.27545 1.55574 0.29 -0.02 0.06
H -3.14185 1.78637 -0.76821 -0.22 -0.33 -0.04
H -1.72387 3.77669 -0.11048 0.06 0.22 0.10
H -1.64413 3.26961 -1.77890 0.10 -0.08 -0.27
H -0.33995 2.83914 -0.64509 0.25 0.06 0.03
H -0.46554 -1.04737 2.47194 -0.28 -0.30 0.21
H 0.44372 1.32066 1.67222 -0.18 0.30 -0.20
H 0.63334 0.35584 0.15791 -0.19 0.45 -0.24
H 1.57178 -0.51055 2.90181 0.03 -0.15 0.23
H 2.55549 0.39836 1.81149 0.22 0.05 -0.08
H 3.24174 -1.56905 0.92865 0.17 -0.06 -0.30
H 1.61539 -1.81612 0.24305 -0.11 -0.14 -0.18
H -2.10418 -1.76641 -0.99704 -0.14 0.25 -0.17
H -1.81301 -3.78092 1.20987 0.13 -0.19 0.11
H -3.09000 -3.86289 -0.04947 -0.22 -0.07 0.12
H -3.46916 -0.38370 -0.03586 0.29 0.39 0.24
H -5.50036 -0.67278 -0.77046 0.33 0.31 -0.02
H -4.64934 -2.03903 -1.56874 0.32 0.17 -0.10
H -6.78278 -2.87045 -1.64617 -0.01 -0.22 -0.16
H -6.38959 -3.40283 0.00470 0.04 -0.27 0.03
H -7.32561 -1.93596 -0.29073 -0.18 -0.03 0.28
C 2.38188 6.44647 -2.32122 -0.29 -0.12 -0.19
C 1.91817 6.53386 -0.88936 0.24 0.01 -0.41
C 2.99853 6.25454 0.12289 0.16 0.15 0.19
O 2.25801 5.69857 1.22485 0.02 -0.08 -0.13
C 1.14933 5.12866 0.71366 0.14 0.25 -0.12
O 0.42808 4.39583 1.31576 -0.18 -0.25 0.27
O 0.96064 5.49515 -0.56975 -0.01 0.04 0.13
H 1.61299 6.81219 -3.00049 0.03 0.05 0.00
H 3.28247 7.04491 -2.46449 -0.01 0.05 0.04
H 2.59130 5.41213 -2.59555 0.12 -0.02 0.11
H 1.44320 7.49864 -0.69893 -0.06 -0.04 0.09
H 3.52678 7.15364 0.42770 -0.02 -0.05 0.19
H 3.72078 5.51113 -0.22041 -0.03 0.00 -0.07
C 6.79868 11.45457 1.56832 -0.21 0.32 -0.16
C 6.04753 10.25666 1.04414 0.30 0.22 0.20
C 6.90029 9.02575 0.84349 -0.01 -0.22 0.05
O 6.23555 8.36321 -0.25114 0.01 0.15 0.02
C 5.60360 9.32360 -0.97440 0.10 0.07 0.18
O 5.14752 9.15327 -2.05911 -0.18 -0.16 -0.17
O 5.56512 10.48637 -0.29751 -0.07 -0.13 0.01
H 6.11110 12.25484 1.84094 -0.02 -0.04 0.03
H 7.38207 11.18813 2.44870 0.02 -0.06 -0.01
H 7.47063 11.84697 0.80655 0.13 -0.15 0.02
H 5.18369 10.03396 1.67686 -0.04 -0.05 -0.08
H 6.92982 8.37826 1.71579 -0.08 -0.12 -0.08
H 7.91884 9.26671 0.54188 -0.01 0.09 0.04
C -5.40230 -6.88305 -2.61142 -0.20 0.22 0.16
C -4.49643 -7.17628 -1.43982 -0.23 -0.06 -0.31
C -3.86385 -8.54817 -1.46628 0.15 0.00 0.03
O -3.70892 -8.83792 -0.06673 -0.07 0.01 -0.11
C -4.66397 -8.15365 0.60232 0.11 -0.03 -0.19
O -4.95073 -8.33118 1.73861 -0.11 -0.04 0.19
O -5.24004 -7.22791 -0.20473 0.12 0.09 0.02
H -5.70258 -5.83482 -2.61717 0.02 0.00 -0.02
H -4.89756 -7.10155 -3.55211 0.04 -0.03 0.01
H -6.31055 -7.48092 -2.54763 0.07 -0.13 -0.03
H -3.73426 -6.39637 -1.34030 0.05 -0.04 0.07
H -2.90140 -8.56596 -1.96716 0.06 -0.07 0.12
H -4.51101 -9.30449 -1.91328 -0.04 0.06 -0.05
C 9.45429 10.32401 -3.85569 -0.14 0.30 0.10
C 10.37188 10.19280 -2.66400 -0.19 -0.09 -0.33
C 10.50189 8.78682 -2.12083 0.12 -0.08 0.03
O 10.74689 9.01764 -0.72460 -0.11 -0.05 -0.07
C 10.18734 10.20675 -0.40427 0.11 0.01 -0.25
O 10.00836 10.59271 0.70435 -0.06 0.05 0.26
O 9.84016 10.88735 -1.51762 0.07 -0.02 0.03
H 9.52255 11.32139 -4.28760 0.03 -0.01 -0.02
H 9.71767 9.59872 -4.62529 0.05 -0.02 0.01
H 8.41682 10.16901 -3.55792 0.02 -0.15 0.02
H 11.35293 10.61896 -2.88602 0.03 -0.02 0.09
H 11.32322 8.22896 -2.56220 0.08 0.01 0.15
H 9.57771 8.21220 -2.22259 -0.04 0.06 -0.04
C -0.19702 -11.02094 -2.34541 -0.18 0.28 0.14
C -1.42335 -11.71415 -2.88898 0.36 0.07 0.06
C -1.21545 -12.42196 -4.21044 -0.05 -0.14 -0.03
O -2.51376 -12.33300 -4.81489 0.13 0.06 0.01
C -3.12410 -11.23601 -4.31650 0.14 -0.10 0.06
O -4.11090 -10.74604 -4.75195 -0.27 0.15 -0.05
O -2.44787 -10.76194 -3.24040 0.06 -0.11 0.04
H -0.37187 -10.66551 -1.33015 0.01 -0.04 0.01
H 0.65369 -11.70147 -2.32714 -0.02 -0.05 -0.01
H 0.05274 -10.15337 -2.95671 0.05 -0.09 -0.12
H -1.84066 -12.39313 -2.14182 -0.07 -0.03 -0.06
H -0.92102 -13.46185 -4.09841 -0.15 -0.05 -0.06
H -0.49531 -11.90914 -4.85242 0.01 0.06 0.06
```
Positions in Å, forces in eV/Å.

Atom charges from the Löwdin analysis, given in e for atoms 1 to 8:
1 C -0.09
2 C -0.24
3 C -0.18
4 C -0.19
5 N 0.07
6 N -0.15
7 S 0.72
8 C -0.07